C10H25AuN3O2S2 | ωB97M-V/def2-TZVPD

Structure (ORCA input):
```
! wB97M-V def2-TZVPD RIJCOSX def2/J DEFGRID3
* xyz 3 3
Au 0.123 -0.029 0.297
S -0.838 2.252 0.128
S -0.717 -2.331 0.257
C -2.660 2.311 0.002
C -0.352 2.361 -1.642
C -0.675 1.118 -2.441
N 0.001 -0.085 -1.907
C -0.614 -1.346 -2.375
C -0.236 -2.527 -1.508
H 0.717 2.562 -1.627
H -0.837 3.231 -2.081
H -0.418 1.284 -3.490
H -1.746 0.932 -2.408
H -0.345 -1.557 -3.413
H -1.692 -1.210 -2.354
H 0.841 -2.684 -1.489
H -0.689 -3.439 -1.892
C -2.538 -2.462 0.147
H 0.965 -0.069 -2.226
H -2.963 -1.682 -0.475
H -2.913 -2.354 1.159
H -2.812 -3.443 -0.231
H -3.038 2.255 1.017
H -3.054 1.477 -0.569
H -2.967 3.254 -0.440
C 5.502 0.185 -1.521
C 5.584 0.240 -0.201
H 5.436 1.080 -2.127
H 5.498 -0.757 -2.055
H 5.588 1.182 0.332
H 5.650 -0.655 0.405
C -2.288 0.109 4.118
O -0.928 0.091 3.907
C -0.352 0.049 2.680
O -1.051 -0.007 1.652
N 1.037 0.072 2.584
N 1.674 0.038 1.333
H -2.484 0.144 5.210
H -2.753 -0.809 3.699
H -2.735 1.009 3.645
H 1.607 0.119 3.442
H 2.221 0.917 1.196
H 2.255 -0.829 1.262
*
```

Properties
- ⟨S²⟩ = 2.01
- energy above the lowest of the compared OMol25 structures with the same formula, charge and spin (kcal per mole) = 62.54
- lowest unoccupied orbital energy (alpha / beta) (eV) = -9.23 / -14.58
- HOMO level (alpha / beta) (eV) = -17.20 / -17.20

C10H25BO10P2S | ωB97M-V/def2-TZVPD

Structure (ORCA input):
```
! wB97M-V def2-TZVPD RIJCOSX def2/J DEFGRID3
* xyz 0 1
C 1.646 -3.085 -3.816
B 0.462 -2.083 -4.322
O -0.123 -2.245 -5.593
C -0.019 -0.925 -3.240
P 1.260 0.429 -3.473
O 1.195 0.900 -4.938
O 0.010 -1.718 -1.988
S -1.477 -2.524 -2.030
O -1.436 -4.003 -2.124
O -2.392 -2.209 -0.882
O -2.250 -1.707 -3.302
C -1.521 -0.455 -3.283
C -1.955 0.730 -4.210
H 2.208 -3.546 -4.676
H 1.217 -3.882 -3.134
H 2.321 -2.468 -3.149
H 0.110 -3.150 -5.865
H 0.894 1.573 -2.674
H 2.599 -0.003 -3.221
H -1.693 -0.085 -2.220
H -1.529 1.693 -3.797
H -1.638 0.636 -5.278
H -3.076 0.837 -4.107
O 1.644 0.099 3.750
P 0.376 0.767 3.222
O 0.373 0.147 1.690
C -0.063 -1.199 1.514
C -1.551 -1.360 1.763
O 1.036 2.260 2.911
C 2.259 2.649 3.533
C 3.463 2.251 2.691
O -1.147 1.482 2.916
C -1.981 1.656 4.070
C -1.340 2.542 5.123
H 0.512 -1.862 2.169
H 0.163 -1.474 0.482
H -1.793 -1.189 2.818
H -1.883 -2.365 1.503
H -2.124 -0.639 1.180
H 2.328 2.229 4.540
H 2.244 3.735 3.652
H 3.378 1.243 2.285
H 4.382 2.322 3.274
H 3.552 2.922 1.832
H -2.216 0.673 4.492
H -2.917 2.103 3.730
H -0.429 2.085 5.526
H -2.026 2.706 5.956
H -1.056 3.506 4.699
*
```

Properties
- lowest unoccupied orbital energy (eV) = -1.05
- HOMO level (eV) = -10.15

C10H25MnO13S3V | ωB97M-V/def2-TZVPD

Structure (ORCA input):
```
! wB97M-V def2-TZVPD RIJCOSX def2/J DEFGRID3
* xyz 3 7
O 5.396 -0.034 3.736
V 4.427 0.209 2.498
Mn -0.164 3.784 2.250
O 1.233 1.469 -0.153
C 1.543 1.287 1.104
O 0.896 1.852 2.027
O 2.603 0.610 1.354
H 1.658 0.636 -0.371
O -0.840 0.631 -4.583
S 0.424 -0.106 -4.308
O 1.291 0.478 -3.344
O 0.053 -1.639 -3.836
C 1.069 -2.214 -3.064
C 0.842 -3.748 -3.371
C 1.330 -0.443 -5.925
H 1.010 -2.135 -1.978
H 2.139 -2.118 -3.245
H 1.587 -4.282 -2.781
H 1.038 -3.962 -4.422
H -0.170 -4.116 -3.208
H 2.365 -0.784 -5.940
H 1.590 0.507 -6.392
H 0.738 -1.170 -6.480
O 3.177 -1.712 3.100
S 2.339 -2.419 4.036
O 2.961 -3.275 5.021
O 1.325 -1.369 4.814
C 0.386 -1.965 5.666
C -0.458 -0.804 6.031
C 0.979 -3.214 2.999
H 0.882 -2.578 6.419
H -0.398 -2.679 5.414
H 0.015 -0.266 6.852
H -1.409 -1.153 6.435
H -0.692 -0.052 5.277
H 0.477 -2.532 2.312
H 0.316 -3.809 3.627
H 1.493 -3.908 2.334
O -0.045 3.640 -1.867
S -1.148 3.325 -1.045
O -1.244 3.510 0.390
O -2.533 3.916 -1.830
C -3.697 3.873 -1.100
C -4.945 4.014 -1.916
C -1.569 1.497 -1.283
H -3.576 4.639 -0.333
H -3.767 2.943 -0.536
H -5.830 3.807 -1.314
H -4.880 3.338 -2.768
H -5.046 5.055 -2.223
H -2.217 1.164 -0.473
H -0.725 0.829 -1.457
H -2.232 1.472 -2.148
*
```

Properties
- ⟨S²⟩ = 12.11
- lowest unoccupied orbital energy (alpha / beta) (eV) = -13.72 / -13.06
- HOMO level (alpha / beta) (eV) = -17.29 / -17.29

C10H25N2O4S2 | ωB97M-V/def2-TZVPD

Structure (ORCA input):
```
! wB97M-V def2-TZVPD RIJCOSX def2/J DEFGRID3
* xyz -1 1
C -0.521 -0.198 2.169
C -0.551 1.272 1.761
N 0.512 2.070 2.360
C 1.864 1.686 2.011
C 2.127 1.874 0.510
C 2.248 0.582 -0.310
N 1.012 0.254 -1.044
C -1.958 1.921 2.051
O -2.846 1.137 2.463
O -2.051 3.140 1.777
H 0.485 -0.609 2.240
H -1.064 -0.349 3.096
H -1.042 -0.783 1.411
H -0.425 1.332 0.683
H 0.398 2.141 3.360
H 2.123 0.652 2.281
H 2.537 2.326 2.581
H 3.036 2.457 0.374
H 1.305 2.460 0.111
H 3.043 0.709 -1.042
H 2.534 -0.249 0.336
H 0.485 -0.434 -0.525
H 1.215 -0.131 -1.954
C -1.549 -4.123 1.400
S 0.123 -3.819 1.981
O 0.833 -3.090 0.903
C 0.658 -5.536 1.857
H -2.062 -3.163 1.380
H -1.510 -4.548 0.397
H -2.056 -4.797 2.091
H 0.532 -5.880 0.830
H 0.077 -6.150 2.545
H 1.710 -5.572 2.132
C -1.254 2.713 -2.924
S -1.329 1.337 -4.071
O -0.038 0.624 -3.941
C -1.236 2.319 -5.578
H -1.241 2.296 -1.918
H -0.338 3.277 -3.100
H -2.134 3.344 -3.054
H -0.322 2.914 -5.566
H -2.114 2.962 -5.646
H -1.218 1.630 -6.420
*
```

Properties
- energy above the lowest of the compared OMol25 structures with the same formula, charge and spin (kcal per mole) = 2.77
- lowest unoccupied orbital energy (eV) = 2.38
- HOMO level (eV) = -3.87

C10H25NO11Y2 | ωB97M-V/def2-TZVPD

Structure (ORCA input):
```
! wB97M-V def2-TZVPD RIJCOSX def2/J DEFGRID3
* xyz 4 1
Y 4.875 -4.524 -2.320
Y 2.313 -4.077 6.275
O 3.412 1.452 1.672
C 3.673 0.116 1.725
O 3.824 -0.614 0.737
O 3.797 -0.486 2.808
H 3.430 1.581 0.721
O -1.561 -6.750 0.092
C -0.473 -6.114 0.459
O -0.274 -5.692 1.665
O 0.449 -6.006 -0.366
H -1.292 -6.817 -0.827
C -0.901 -0.128 -4.997
C -0.980 -1.676 -4.736
C -2.118 -2.478 -5.316
O -3.391 -1.886 -5.028
C -4.529 -2.313 -5.803
N 0.297 -2.098 -5.201
H -1.758 0.538 -4.897
H -0.589 -0.055 -6.039
H -0.090 0.382 -4.476
H -1.087 -1.795 -3.658
H -2.170 -3.529 -5.032
H -1.924 -2.462 -6.388
H -5.469 -2.092 -5.296
H -4.388 -3.374 -6.013
H -4.529 -1.729 -6.723
H 0.116 -2.482 -6.118
H 0.677 -1.198 -5.456
C -0.929 5.420 0.023
C 0.001 6.436 -0.719
O 1.301 5.839 -1.118
O -0.619 5.332 1.367
H -1.106 4.429 -0.394
H -1.918 5.872 0.092
H 0.175 7.345 -0.143
H -0.511 6.743 -1.631
H 1.862 6.593 -1.312
H 0.265 4.963 1.308
C 1.931 1.050 8.205
C 0.382 0.925 8.089
O 0.090 -0.231 7.292
O 2.630 -0.195 8.373
H 2.200 1.606 9.103
H 2.298 1.567 7.318
H 0.023 1.873 7.686
H 0.062 0.655 9.095
H -0.729 0.005 6.851
H 3.252 0.077 9.051
*
```

Properties
- lowest unoccupied orbital energy (eV) = -15.44
- HOMO level (eV) = -16.93

C10H26F30LiN5O33S10 | ωB97M-V/def2-TZVPD

Structure (ORCA input):
```
! wB97M-V def2-TZVPD RIJCOSX def2/J DEFGRID3
* xyz -4 1
Li 13.874 -12.509 -17.033
C 14.715 -13.689 -8.947
F 14.878 -14.185 -7.709
F 14.038 -12.534 -8.829
F 15.911 -13.419 -9.452
S 13.695 -14.880 -9.986
O 12.952 -15.586 -8.983
O 12.908 -14.114 -10.903
N 14.762 -15.846 -10.694
S 15.209 -15.257 -12.104
O 14.385 -15.671 -13.209
O 15.531 -13.855 -12.108
C 16.856 -16.035 -12.381
F 16.793 -17.372 -12.430
F 17.363 -15.579 -13.506
F 17.690 -15.679 -11.382
C 9.052 -6.010 -15.943
F 9.366 -6.870 -16.889
F 9.154 -6.565 -14.744
F 9.925 -4.982 -16.026
S 7.326 -5.284 -16.128
O 6.852 -5.150 -14.778
O 7.459 -4.062 -16.863
N 6.508 -6.504 -16.826
S 6.116 -6.084 -18.304
O 5.036 -5.131 -18.369
O 7.228 -5.835 -19.152
C 5.326 -7.606 -18.965
F 6.127 -8.667 -18.839
F 4.195 -7.884 -18.299
F 5.019 -7.420 -20.247
C 12.227 -8.174 -24.932
F 11.167 -8.306 -25.717
F 13.319 -8.240 -25.717
F 12.226 -6.963 -24.377
S 12.292 -9.505 -23.601
O 12.728 -8.882 -22.393
O 10.958 -10.012 -23.594
N 13.242 -10.602 -24.279
S 14.822 -10.377 -24.073
O 15.521 -11.038 -25.141
O 15.268 -9.056 -23.743
C 15.230 -11.398 -22.577
F 14.377 -11.139 -21.577
F 15.105 -12.691 -22.906
F 16.460 -11.154 -22.167
C 19.179 -13.027 -21.215
F 19.401 -14.121 -21.981
F 19.124 -11.984 -22.037
F 18.018 -13.133 -20.584
S 20.548 -12.951 -19.961
O 20.298 -14.106 -19.177
O 21.776 -12.848 -20.696
N 20.165 -11.476 -19.370
S 20.177 -11.529 -17.799
O 19.072 -12.277 -17.246
O 21.474 -11.798 -17.252
C 19.794 -9.787 -17.227
F 20.810 -9.366 -16.434
F 19.722 -8.918 -18.225
F 18.678 -9.760 -16.528
C 13.913 -11.080 -13.251
F 13.041 -12.056 -13.392
F 13.332 -9.871 -13.251
F 14.518 -11.214 -12.073
S 15.189 -11.174 -14.589
O 16.126 -10.160 -14.265
O 15.650 -12.525 -14.542
N 14.224 -10.976 -15.947
S 14.560 -9.520 -16.547
O 14.402 -8.410 -15.653
O 15.722 -9.512 -17.387
C 13.190 -9.250 -17.761
F 12.011 -9.519 -17.169
F 13.184 -7.983 -18.136
F 13.330 -10.038 -18.821
O 17.366 -14.076 -16.215
H 17.989 -13.367 -16.483
H 16.778 -13.654 -15.577
O 10.179 -11.165 -13.707
H 9.351 -11.526 -13.370
H 9.972 -10.252 -13.949
O 19.510 -11.396 -13.511
H 19.445 -11.565 -12.566
H 18.839 -10.721 -13.675
O 12.696 -12.968 -18.460
H 11.787 -12.641 -18.503
H 12.736 -13.669 -19.118
O 9.281 -11.271 -17.699
H 9.536 -11.700 -18.524
H 9.985 -11.481 -17.066
O 14.893 -8.741 -10.168
H 14.234 -8.367 -9.575
H 14.448 -9.486 -10.588
O 16.711 -6.354 -15.409
H 16.290 -5.783 -16.059
H 16.001 -6.939 -15.109
O 17.337 -9.637 -19.718
H 16.887 -8.820 -19.954
H 16.937 -9.881 -18.870
O 10.917 -11.326 -10.743
H 10.380 -11.058 -11.496
H 11.729 -11.672 -11.136
O 11.131 -15.209 -13.011
H 11.614 -14.413 -12.757
H 10.704 -15.000 -13.846
O 12.307 -6.494 -15.057
H 13.202 -6.801 -15.268
H 11.946 -6.096 -15.854
O 11.518 -12.253 -15.993
H 12.145 -11.541 -15.782
H 10.906 -12.247 -15.242
O 10.895 -11.712 -20.787
H 11.831 -11.502 -20.901
H 10.466 -10.848 -20.806
*
```

Properties
- energy above the lowest of the compared OMol25 structures with the same formula, charge and spin (kcal per mole) = 0.00
- lowest unoccupied orbital energy (eV) = 5.75
- HOMO level (eV) = -2.12

C10H26KNO4 | ωB97M-V/def2-TZVPD

Structure (ORCA input):
```
! wB97M-V def2-TZVPD RIJCOSX def2/J DEFGRID3
* xyz 0 1
K -0.036 -0.092 -0.665
C -2.044 3.296 -0.541
C -2.842 2.373 -1.462
O -2.573 1.046 -1.298
H -2.350 3.215 0.509
H -2.150 4.354 -0.805
H -0.976 3.053 -0.589
H -2.645 2.719 -2.499
H -3.916 2.616 -1.348
C 3.145 1.078 -2.237
O 2.110 1.729 -1.514
C 2.605 2.397 -0.362
C 3.013 1.475 0.798
N 1.819 0.869 1.387
C 2.169 -0.283 2.238
C 0.981 -0.995 2.842
O 0.123 -1.573 1.880
C -0.837 -2.432 2.461
H 3.562 0.241 -1.673
H 3.889 1.801 -2.583
H 2.699 0.670 -3.148
H 1.772 3.025 -0.035
H 3.408 3.100 -0.609
H 3.563 2.080 1.530
H 3.720 0.743 0.408
H 1.351 1.565 1.957
H 2.805 0.063 3.064
H 2.752 -1.000 1.658
H 0.427 -0.346 3.532
H 1.398 -1.807 3.454
H -1.592 -1.830 2.975
H -0.375 -3.185 3.104
H -1.351 -2.964 1.660
C -2.428 -3.997 -1.671
C -2.982 -2.611 -1.380
O -2.016 -1.666 -1.824
H -1.472 -4.107 -1.148
H -2.208 -4.103 -2.733
H -3.078 -4.800 -1.327
H -3.157 -2.542 -0.301
H -3.893 -2.420 -1.953
H -2.389 -0.757 -1.752
*
```

Properties
- energy above the lowest of the compared OMol25 structures with the same formula, charge and spin (kcal per mole) = 0.00
- lowest unoccupied orbital energy (eV) = -0.03
- HOMO level (eV) = -6.27

C10H26N2Si | ωB97M-V/def2-TZVPD

Structure (ORCA input):
```
! wB97M-V def2-TZVPD RIJCOSX def2/J DEFGRID3
* xyz 0 1
C -3.038 0.411 -4.368
C -2.030 0.047 -3.394
C -1.882 -1.439 -2.843
C -0.885 -1.569 -1.713
N -1.340 -0.901 -0.475
Si -0.516 -0.976 1.123
C -0.967 0.392 2.348
C -0.661 -2.828 1.690
N 1.256 -0.980 0.771
C 2.441 -0.285 1.334
C 2.480 1.211 0.870
C 3.047 2.188 1.893
C 2.142 2.816 2.912
H -4.001 0.063 -4.057
H -2.761 0.076 -5.392
H -3.049 1.466 -4.502
H -1.031 0.328 -3.658
H -2.284 0.656 -2.487
H -1.669 -2.089 -3.732
H -2.827 -1.829 -2.429
H -0.562 -2.648 -1.509
H 0.088 -1.156 -2.119
H -1.445 0.087 -0.581
H -2.050 0.514 2.375
H -0.384 1.329 2.033
H -0.624 0.181 3.363
H -0.588 -3.569 0.906
H -1.597 -3.009 2.224
H 0.154 -3.121 2.358
H 1.446 -1.096 -0.220
H 3.331 -0.828 0.978
H 2.495 -0.174 2.468
H 1.410 1.514 0.557
H 2.930 1.361 -0.138
H 3.420 3.065 1.383
H 3.970 1.777 2.363
H 1.339 3.379 2.481
H 1.586 2.133 3.564
H 2.655 3.503 3.623
*
```

Properties
- energy above the lowest of the compared OMol25 structures with the same formula, charge and spin (kcal per mole) = 0.00
- lowest unoccupied orbital energy (eV) = 0.84
- HOMO level (eV) = -8.20
- SMILES string = CCCCN[Si](C)(C)NCCCC

C10H26N3 | ωB97M-V/def2-TZVPD

Structure (ORCA input):
```
! wB97M-V def2-TZVPD RIJCOSX def2/J DEFGRID3
* xyz 1 1
C 2.136 -2.742 -0.506
C 1.376 1.647 0.843
C 3.837 1.332 0.632
C 2.389 1.516 -1.406
C -0.491 -1.375 1.431
C -4.160 1.327 0.591
C -4.663 -0.872 -0.300
C 2.869 -1.389 -0.681
C 2.384 0.946 0.039
C -0.279 -1.135 -0.020
N -1.272 -0.589 -0.640
N 2.445 -0.381 0.246
N -3.805 0.331 -0.413
H 1.160 -2.775 -1.194
H 2.675 -3.625 -0.717
H 1.924 -2.833 0.668
H 1.285 1.529 1.883
H 1.575 2.707 0.614
H 0.496 1.097 0.483
H 4.047 1.086 1.693
H 3.961 2.367 0.465
H 4.528 0.716 0.018
H 2.657 2.615 -1.451
H 3.123 1.000 -1.911
H 1.404 1.339 -1.959
H 0.149 -0.738 2.045
H -1.534 -0.976 1.659
H -0.264 -2.376 1.824
H -5.022 2.066 0.497
H -4.429 0.683 1.480
H -3.247 1.826 0.784
H -4.485 -1.392 -1.212
H -4.274 -1.537 0.439
H -5.666 -0.595 -0.165
H 3.917 -1.749 -0.335
H 2.877 -1.104 -1.790
H -2.263 -0.458 -0.434
H -1.067 -0.337 -1.631
H -3.969 0.789 -1.247
*
```

Properties
- energy above the lowest of the compared OMol25 structures with the same formula, charge and spin (kcal per mole) = 110.46
- lowest unoccupied orbital energy (alpha / beta) (eV) = -5.49 / -5.49
- HOMO level (alpha / beta) (eV) = -11.60 / -11.60

Copy entry 1 word for word.
C10H25AuN3O2S2 | ωB97M-V/def2-TZVPD

Structure (ORCA input):
```
! wB97M-V def2-TZVPD RIJCOSX def2/J DEFGRID3
* xyz 3 3
Au 0.123 -0.029 0.297
S -0.838 2.252 0.128
S -0.717 -2.331 0.257
C -2.660 2.311 0.002
C -0.352 2.361 -1.642
C -0.675 1.118 -2.441
N 0.001 -0.085 -1.907
C -0.614 -1.346 -2.375
C -0.236 -2.527 -1.508
H 0.717 2.562 -1.627
H -0.837 3.231 -2.081
H -0.418 1.284 -3.490
H -1.746 0.932 -2.408
H -0.345 -1.557 -3.413
H -1.692 -1.210 -2.354
H 0.841 -2.684 -1.489
H -0.689 -3.439 -1.892
C -2.538 -2.462 0.147
H 0.965 -0.069 -2.226
H -2.963 -1.682 -0.475
H -2.913 -2.354 1.159
H -2.812 -3.443 -0.231
H -3.038 2.255 1.017
H -3.054 1.477 -0.569
H -2.967 3.254 -0.440
C 5.502 0.185 -1.521
C 5.584 0.240 -0.201
H 5.436 1.080 -2.127
H 5.498 -0.757 -2.055
H 5.588 1.182 0.332
H 5.650 -0.655 0.405
C -2.288 0.109 4.118
O -0.928 0.091 3.907
C -0.352 0.049 2.680
O -1.051 -0.007 1.652
N 1.037 0.072 2.584
N 1.674 0.038 1.333
H -2.484 0.144 5.210
H -2.753 -0.809 3.699
H -2.735 1.009 3.645
H 1.607 0.119 3.442
H 2.221 0.917 1.196
H 2.255 -0.829 1.262
*
```

Properties
- ⟨S²⟩ = 2.01
- energy above the lowest of the compared OMol25 structures with the same formula, charge and spin (kcal per mole) = 62.54
- lowest unoccupied orbital energy (alpha / beta) (eV) = -9.23 / -14.58
- HOMO level (alpha / beta) (eV) = -17.20 / -17.20